[1]
C21H62AsF6N4O9 | ωB97M-V/def2-TZVPD

XYZ file:
```
103
Properties=species:S:1:pos:R:3:lowdin_charge:R:1
As -19.192 -9.159 -9.408 0.670
F -20.492 -10.286 -9.242 -0.236
F -18.677 -9.618 -11.059 -0.275
F -17.880 -8.012 -9.453 -0.263
F -19.453 -8.640 -7.877 -0.198
F -18.052 -10.404 -8.946 -0.258
F -20.282 -8.000 -10.031 -0.228
C -22.451 -10.371 -5.574 -0.010
C -22.776 -9.801 -4.173 -0.531
C -23.956 -10.440 -3.537 -0.161
C -23.634 -11.841 -2.932 -0.150
C -22.425 -11.680 -1.954 -0.152
C -21.198 -11.050 -2.532 -0.594
N -21.714 -9.823 -3.107 -0.044
O -20.600 -9.265 -3.836 -0.063
C -20.310 -10.647 -1.354 -0.019
C -20.574 -11.965 -3.539 -0.003
C -23.129 -8.348 -4.356 -0.057
H -23.209 -9.938 -6.234 0.084
H -22.509 -11.460 -5.585 0.070
H -21.528 -9.996 -6.032 0.087
H -24.418 -9.808 -2.768 0.118
H -24.717 -10.425 -4.332 0.126
H -23.540 -12.596 -3.759 0.113
H -24.511 -12.163 -2.346 0.103
H -22.209 -12.751 -1.518 0.157
H -22.720 -11.054 -1.133 0.104
H -20.792 -10.023 -0.610 0.082
H -19.997 -11.649 -0.970 0.104
H -19.488 -10.036 -1.599 0.053
H -19.869 -11.575 -4.230 0.077
H -20.300 -12.884 -3.056 0.083
H -21.525 -12.242 -4.120 0.082
H -23.808 -8.113 -5.174 0.087
H -22.261 -7.743 -4.611 0.078
H -23.509 -7.849 -3.466 0.084
H -20.179 -8.591 -3.304 0.092
O -16.211 -12.349 -6.873 -0.087
H -16.742 -12.694 -7.605 0.030
H -16.343 -11.367 -6.907 0.014
O -20.700 -12.308 -11.608 -0.068
H -20.582 -12.264 -10.672 -0.004
H -20.303 -11.445 -11.817 0.017
O -19.377 -6.760 -12.299 -0.052
H -18.618 -6.975 -11.771 0.007
H -20.066 -6.770 -11.645 0.006
O -14.994 -8.925 -7.952 -0.087
H -15.601 -9.295 -7.252 0.015
H -15.671 -8.798 -8.664 0.041
O -17.184 -9.223 -5.661 -0.080
H -17.178 -8.381 -6.143 -0.022
H -18.123 -9.390 -5.510 0.036
C -13.193 -10.521 -5.173 -0.052
C -13.758 -9.228 -4.627 -0.418
C -13.485 -9.156 -3.099 -0.217
O -14.059 -10.184 -2.350 -0.176
C -15.429 -10.001 -2.170 -0.131
N -13.263 -8.011 -5.323 0.048
H -12.059 -10.505 -5.113 0.102
H -13.480 -10.661 -6.179 0.054
H -13.446 -11.337 -4.567 0.056
H -14.907 -9.266 -4.793 0.125
H -13.814 -8.226 -2.672 0.096
H -12.410 -9.229 -3.049 0.121
H -15.799 -8.986 -2.005 0.085
H -15.699 -10.589 -1.225 0.104
H -15.989 -10.529 -2.954 0.087
H -13.720 -7.850 -6.215 0.039
H -13.492 -7.146 -4.815 0.020
C -23.017 -12.254 -15.581 -0.061
C -22.886 -10.688 -15.429 -0.394
C -21.457 -10.315 -15.038 -0.281
O -21.357 -8.966 -14.799 -0.175
C -20.034 -8.430 -14.970 -0.085
N -23.131 -9.963 -16.736 0.026
H -22.492 -12.608 -16.502 0.089
H -24.014 -12.584 -15.559 0.041
H -22.566 -12.666 -14.695 0.061
H -23.557 -10.510 -14.565 0.135
H -20.853 -10.675 -15.850 0.113
H -21.172 -10.968 -14.160 0.129
H -19.649 -8.562 -16.004 0.095
H -19.371 -8.774 -14.126 0.098
H -20.127 -7.392 -14.775 0.054
H -24.097 -10.159 -17.021 0.057
H -23.307 -8.964 -16.533 0.070
C -18.106 -5.920 -4.597 -0.038
C -17.219 -5.602 -5.826 -0.441
C -15.740 -5.773 -5.420 -0.203
O -15.604 -4.802 -4.396 -0.180
C -14.359 -4.901 -3.750 -0.131
N -17.457 -6.602 -6.799 0.022
H -17.915 -5.242 -3.762 0.074
H -17.905 -7.014 -4.321 0.097
H -19.105 -5.756 -4.905 0.055
H -17.352 -4.582 -6.112 0.130
H -15.048 -5.619 -6.285 0.142
H -15.569 -6.811 -5.053 0.115
H -13.516 -4.798 -4.428 0.081
H -14.124 -5.862 -3.250 0.070
H -14.172 -4.157 -2.930 0.099
H -18.449 -6.473 -7.148 0.120
H -16.830 -6.437 -7.586 0.089
```

The HOMO energy comes out at -6.9 eV. The max |F| is 4.37 eV/Å. Its total charge is -1. The total energy comes out at -4568.5579 a.u. As for the LUMO energy: 2.272 eV. The orbital gap is 9.171 eV. Its multiplicity is 1.

=====

[2]
C21H62N2O23S5 | ωB97M-V/def2-TZVPD

XYZ file:
```
113
Properties=species:S:1:pos:R:3:lowdin_charge:R:1
C -19.440 -0.518 0.743 -0.042
C -20.604 -1.161 -0.097 -0.193
O -21.220 -0.098 -0.900 -0.288
S -22.787 -0.366 -1.490 0.679
C -22.509 -1.030 -3.167 -0.075
O -23.474 -1.372 -0.744 -0.269
O -23.421 0.947 -1.658 -0.317
H -19.399 -0.857 1.778 0.052
H -19.423 0.567 0.846 0.060
H -18.456 -0.805 0.373 0.071
H -20.221 -1.926 -0.773 0.120
H -21.293 -1.499 0.677 0.089
H -21.597 -0.535 -3.500 0.061
H -23.423 -0.632 -3.608 0.072
H -22.564 -2.117 -3.228 0.078
C -15.139 0.373 1.974 -0.050
C -16.061 1.019 3.021 -0.277
O -15.920 2.457 3.097 -0.284
S -17.138 3.364 3.793 0.728
C -18.113 3.582 2.216 -0.077
O -17.908 2.508 4.747 -0.331
O -16.562 4.643 4.192 -0.288
H -15.260 -0.711 1.981 0.081
H -14.090 0.635 2.106 0.078
H -15.480 0.737 1.005 0.071
H -17.089 0.666 2.932 0.088
H -15.703 0.721 4.006 0.109
H -17.679 4.316 1.537 0.068
H -19.091 3.744 2.669 0.042
H -18.307 2.584 1.823 0.040
C -30.173 4.497 1.424 -0.057
C -29.249 4.231 2.674 -0.265
O -28.145 3.383 2.321 -0.295
S -27.034 2.922 3.498 0.760
C -27.587 1.065 3.585 -0.057
O -25.715 3.082 2.820 -0.338
O -27.325 3.665 4.758 -0.320
H -30.982 5.170 1.710 0.071
H -30.597 3.591 0.990 0.077
H -29.641 5.153 0.735 0.070
H -28.911 5.210 3.013 0.113
H -29.909 3.812 3.434 0.112
H -28.676 1.049 3.577 0.065
H -27.130 0.493 4.392 0.066
H -27.211 0.495 2.735 0.024
C -26.947 -2.478 1.748 -0.045
C -27.025 -1.867 0.274 -0.224
O -27.451 -0.497 0.283 -0.296
S -27.227 0.434 -1.089 0.705
C -25.972 1.519 -0.249 -0.104
O -26.557 -0.397 -2.133 -0.328
O -28.464 1.115 -1.410 -0.289
H -27.193 -1.789 2.556 0.054
H -26.057 -3.036 2.039 0.059
H -27.853 -3.072 1.871 0.062
H -25.951 -1.893 0.091 0.087
H -27.584 -2.452 -0.456 0.119
H -26.524 2.048 0.528 0.041
H -25.702 2.247 -1.015 0.065
H -25.146 0.947 0.174 0.049
C -21.842 1.039 5.157 -0.019
C -20.417 0.472 4.798 -0.297
O -20.120 -0.527 5.683 -0.247
S -18.630 -1.318 5.563 0.696
C -17.625 -0.167 6.548 -0.095
O -18.654 -2.549 6.285 -0.277
O -18.090 -1.245 4.181 -0.331
H -21.906 2.087 4.863 0.054
H -22.021 0.971 6.231 0.081
H -22.740 0.655 4.673 0.045
H -20.216 0.317 3.738 0.103
H -19.706 1.281 4.970 0.082
H -17.351 0.597 5.820 0.023
H -16.730 -0.663 6.925 0.075
H -18.318 0.142 7.331 0.076
C -23.384 3.654 0.699 0.066
N -22.765 2.703 1.689 -0.347
O -21.699 2.992 2.195 0.073
O -23.373 1.667 1.954 0.020
H -24.453 3.553 0.889 0.063
H -23.222 3.311 -0.323 0.083
H -23.117 4.688 0.914 0.094
C -19.196 2.091 -2.750 0.035
N -19.425 2.657 -1.443 -0.419
O -20.594 2.788 -1.083 0.054
O -18.457 2.861 -0.756 0.071
H -19.776 2.619 -3.508 0.094
H -19.559 1.071 -2.874 0.097
H -18.128 2.121 -2.965 0.104
C -22.660 5.237 4.497 -0.125
O -21.315 4.727 4.297 -0.143
H -22.573 6.209 4.982 0.069
H -23.191 5.446 3.568 0.067
H -23.233 4.598 5.168 0.080
H -21.020 5.034 3.436 0.031
C -23.707 -1.656 2.925 -0.151
O -24.607 -0.556 2.881 -0.115
H -24.189 -2.621 3.079 0.070
H -22.874 -1.943 2.284 0.066
H -23.128 -1.400 3.813 0.066
H -23.996 0.173 2.754 0.011
C -22.527 3.580 -3.944 -0.172
O -22.353 2.190 -3.837 -0.133
H -21.948 3.976 -4.778 0.082
H -23.486 4.080 -4.081 0.073
H -22.265 3.969 -2.961 0.064
H -22.833 1.866 -3.071 0.006
C -19.568 6.837 0.195 -0.138
O -20.566 6.448 1.142 -0.131
H -19.990 6.718 -0.803 0.079
H -19.273 7.872 0.368 0.075
H -18.629 6.297 0.312 0.068
H -21.376 6.892 0.883 0.069
```

As for the structure (SMILES): CCOS(C)(=O)=O.CCOS(C)(=O)=O.CCOS(C)(=O)=O.CCOS(C)(=O)=O.CCOS(C)(=O)=O.C[N+](=O)[O-].C[N+](=O)[O-].CO.CO.CO.CO. The HOMO energy comes out at -9.9 eV. The max |F| is 4.72 eV/Å. Its relative energy (zero: lowest compared OMol25 entry of this formula, charge and spin) is 34.4 kcal per mole. The total energy comes out at -4667.8095 a.u. As for the LUMO energy: -0.219 eV. The orbital gap is 9.676 eV. Its multiplicity is 1.